1.
The following is a quantum chemistry calculation of C35H40N6O3PRbS5 as an isolated structure, from the Open Molecules 2025 dataset.

The geometry in XYZ format:
```
91
C35H40N6O3PRbS5, DFT ωB97M-V/def2-TZVPD
Rb 0.1745 -0.0078 0.7513
O -4.6436 -3.1930 3.1115
C -5.0078 -2.9908 1.8377
C -6.1037 -3.7115 1.3550
C -6.5289 -3.5574 0.0507
C -5.8716 -2.6780 -0.8057
C -4.7834 -1.9702 -0.3302
C -4.3261 -2.1078 0.9803
C -3.0979 -1.3477 1.3855
O -2.4593 -0.7130 0.5089
N -2.7841 -1.4615 2.6738
N -1.6337 -0.7775 3.0327
C -1.3366 -0.8896 4.2618
S 0.1320 -0.1431 4.8949
C -0.3969 -0.2658 6.6212
C -1.1040 -1.5986 6.7863
S -2.3080 -1.7747 5.4424
H -3.8587 -2.5956 3.2697
H -6.6033 -4.3892 2.0350
H -7.3818 -4.1243 -0.3023
H -6.2072 -2.5482 -1.8261
H -4.2489 -1.2829 -0.9737
H -1.0645 0.5610 6.8632
H 0.4940 -0.2025 7.2452
H -1.6492 -1.6462 7.7287
H -0.3906 -2.4213 6.7462
N 0.9050 2.4489 -2.4957
P 1.7872 1.0351 -2.1001
C 2.1169 0.2495 -3.7179
C 2.2328 -1.1370 -3.7444
C 2.5204 -1.7970 -4.9336
C 2.6780 -1.0744 -6.1054
C 2.5462 0.3097 -6.0907
C 2.2698 0.9666 -4.9031
C 3.3970 1.8300 -1.7464
C 3.4310 2.7440 -0.6876
C 4.6404 3.2637 -0.2522
C 5.8294 2.8690 -0.8551
C 5.8031 1.9565 -1.9006
C 4.5920 1.4399 -2.3466
C -0.4561 2.5725 -2.2754
C -1.1137 3.7776 -2.5552
C -2.4801 3.8321 -2.3767
C -3.1562 2.7119 -1.9075
C -2.4129 1.5807 -1.6250
N -1.0920 1.5023 -1.8116
H 1.3863 3.2757 -2.8109
H 2.0796 -1.7056 -2.8333
H 2.6080 -2.8760 -4.9438
H 2.8946 -1.5872 -7.0338
H 2.6600 0.8752 -7.0069
H 2.1659 2.0452 -4.8982
H 2.5117 3.0162 -0.1784
H 4.6552 3.9534 0.5815
H 6.7736 3.2649 -0.5040
H 6.7260 1.6456 -2.3738
H 4.5797 0.7277 -3.1626
H -0.5575 4.6313 -2.9220
H -3.0168 4.7460 -2.6001
H -4.2252 2.7176 -1.7498
H -2.8718 0.6931 -1.2048
C -0.9219 5.0982 1.5468
S -1.0643 3.3683 1.0970
C -1.5435 2.7503 2.7092
O 0.3383 2.8940 0.8702
H -1.9029 5.4794 1.8287
H -0.5580 5.6256 0.6671
H -0.2105 5.1944 2.3667
H -2.4820 3.2174 3.0083
H -0.7449 2.9627 3.4204
H -1.6937 1.6725 2.6214
C -1.9169 -4.3460 0.1639
C -1.4980 -3.3994 -0.9636
C -0.0885 -3.0249 -0.8684
N 1.0228 -2.7312 -0.7702
H -2.9698 -4.5979 0.0474
H -1.7945 -3.8662 1.1348
H -1.3295 -5.2639 0.1486
H -2.0731 -2.4715 -0.9151
H -1.6569 -3.8544 -1.9427
S 3.0971 1.1495 2.6713
C 3.5372 -0.1770 1.8013
N 4.3576 -0.2068 0.7391
C 4.2818 -1.3912 -0.1060
C 3.9334 -2.5412 0.8307
S 2.9092 -1.7842 2.1245
H 4.6477 0.6826 0.3534
H 5.2325 -1.5543 -0.6120
H 3.4940 -1.2697 -0.8565
H 4.8208 -2.9731 1.2908
H 3.3585 -3.3092 0.3202
```

The value obtained for the molar mass is 869.52 g mol⁻¹. The LUMO energy comes out at 0.233 eV. The value obtained for the calculated total energy is -4268.44487 Eh. The energy relative to the best compared isomer or geometry (same formula, charge and spin) is 2.0 kcal/mol. For the HOMO-LUMO gap, the calculation gives 0.271 Eh.

And the Löwdin charges, in e, turn out to be: atom 1 (Rb): 0.612, atom 2 (O): 0.032, atom 3 (C): -0.284, atom 4 (C): -0.021, atom 5 (C): -0.095, atom 6 (C): -0.101, atom 7 (C): -0.046, atom 8 (C): -0.090, atom 9 (C): -0.494, atom 10 (O): -0.197, atom 11 (N): -0.023, atom 12 (N): -0.128, atom 13 (C): -0.921, atom 14 (S): 0.888, atom 15 (C): -0.531, atom 16 (C): -0.535, atom 17 (S): 0.943, atom 18 (H): 0.028, atom 19 (H): 0.114, atom 20 (H): 0.099, atom 21 (H): 0.094, atom 22 (H): 0.101, atom 23 (H): 0.076, atom 24 (H): 0.077, atom 25 (H): 0.075, atom 26 (H): 0.074, atom 27 (N): -0.120, atom 28 (P): 1.019, atom 29 (C): -0.376, atom 30 (C): -0.106, atom 31 (C): -0.079, atom 32 (C): -0.086, atom 33 (C): -0.082, atom 34 (C): -0.092, atom 35 (C): -0.364, atom 36 (C): -0.116, atom 37 (C): -0.088, atom 38 (C): -0.089, atom 39 (C): -0.086, atom 40 (C): -0.096, atom 41 (C): -0.413, atom 42 (C): -0.032, atom 43 (C): -0.085, atom 44 (C): -0.080, atom 45 (C): -0.144, atom 46 (N): 0.078, atom 47 (H): 0.106, atom 48 (H): 0.061, atom 49 (H): 0.104, atom 50 (H): 0.102, atom 51 (H): 0.103, atom 52 (H): 0.102, atom 53 (H): 0.081, atom 54 (H): 0.109, atom 55 (H): 0.104, atom 56 (H): 0.104, atom 57 (H): 0.102, atom 58 (H): 0.108, atom 59 (H): 0.107, atom 60 (H): 0.102, atom 61 (H): 0.083, atom 62 (C): -0.243, atom 63 (S): 0.813, atom 64 (C): -0.236, atom 65 (O): -0.637, atom 66 (H): 0.058, atom 67 (H): 0.051, atom 68 (H): 0.062, atom 69 (H): 0.066, atom 70 (H): 0.065, atom 71 (H): 0.020, atom 72 (C): -0.064, atom 73 (C): -0.198, atom 74 (C): -0.203, atom 75 (N): 0.160, atom 76 (H): 0.080, atom 77 (H): 0.082, atom 78 (H): 0.080, atom 79 (H): 0.089, atom 80 (H): 0.124, atom 81 (S): 0.600, atom 82 (C): -1.197, atom 83 (N): -0.040, atom 84 (C): -0.227, atom 85 (C): -0.419, atom 86 (S): 0.889, atom 87 (H): 0.096, atom 88 (H): 0.125, atom 89 (H): 0.082, atom 90 (H): 0.079, atom 91 (H): 0.057

---

2.
The following is a quantum chemistry calculation of a 2-piece molecular cluster, C4H14NO2 overall at a distorted geometry, from the Open Molecules 2025 dataset.

The geometry in XYZ format:
```
21
C4H14NO2, DFT ωB97M-V/def2-TZVPD
C 2.4916 0.7452 0.5157
O 2.4070 2.1486 0.8825
C 1.8358 0.4634 -0.8116
H 3.5438 0.4413 0.5266
H 1.9571 0.1658 1.3130
H 3.3229 2.4163 1.0657
H 2.6302 0.4519 -1.5744
H 1.3141 -0.5053 -0.8953
H 1.1344 1.2448 -1.1013
C -2.0364 -1.0437 -0.8436
O -3.0688 -2.0273 -1.0363
C -1.9925 -0.6489 0.6200
N -0.8360 0.2747 0.9033
H -2.1770 -0.1297 -1.4290
H -1.1113 -1.5299 -1.1415
H -3.0880 -2.2428 -2.0167
H -2.8465 -0.0348 0.8934
H -1.9727 -1.6045 1.2509
H -0.7365 1.0352 0.2193
H 0.0589 -0.2798 0.8175
H -0.8302 0.6596 1.8417
```

The value obtained for the molar mass is 108.16 g mol⁻¹. The LUMO energy comes out at -3.549 eV. The value obtained for the calculated total energy is -365.74758 Eh. The energy relative to the best compared isomer or geometry (same formula, charge and spin) is 52.2 kcal/mol. For the HOMO-LUMO gap, the calculation gives 0.389 Eh. Its net charge is +1.

And the Löwdin charges, in e, turn out to be: atom 1 (C): -0.305, atom 2 (O): -0.081, atom 3 (C): -0.103, atom 4 (H): 0.125, atom 5 (H): 0.097, atom 6 (H): 0.097, atom 7 (H): 0.094, atom 8 (H): 0.067, atom 9 (H): 0.075, atom 10 (C): -0.256, atom 11 (O): -0.056, atom 12 (C): -0.121, atom 13 (N): 0.192, atom 14 (H): 0.130, atom 15 (H): 0.117, atom 16 (H): 0.139, atom 17 (H): 0.137, atom 18 (H): 0.174, atom 19 (H): 0.164, atom 20 (H): 0.138, atom 21 (H): 0.174

---

3.
The following is a quantum chemistry calculation of a 2-piece molecular cluster, C18H39ClFN5O5P2 overall, from the Open Molecules 2025 dataset.

The geometry in XYZ format:
```
71
C18H39ClFN5O5P2, DFT ωB97M-V/def2-TZVPD
C 0.0696 2.2053 1.3030
C 0.7298 2.5778 -0.0135
O -0.1637 3.3833 -0.7874
C 0.9308 1.2293 -0.6959
N 1.7576 1.0366 -1.9576
P 0.9166 -0.6917 -2.5224
N 1.6047 -0.9182 -4.0502
O 1.7818 -1.6602 -1.5860
C 1.5151 1.9658 -3.0996
N 0.1276 2.0808 -3.4892
C 2.3298 3.2188 -2.8285
C 3.5457 2.7059 -2.0701
F 3.6998 3.4204 -0.9142
Cl 5.0563 3.0846 -2.9733
C 3.2793 1.1749 -1.7476
C 3.7261 0.9666 -0.2786
C 3.7582 -0.4551 0.2521
O 3.0113 -0.8204 1.1122
P 4.3117 -0.1136 -2.7628
N 4.2843 0.5125 -4.3355
O 5.7831 0.2217 -2.1461
H 0.7046 1.6088 1.9565
H -0.2432 3.1105 1.8226
H -0.8549 1.6597 1.0920
H 1.6470 3.1343 0.1867
H 0.1368 4.2952 -0.7685
H 1.3134 0.5169 0.0324
H -0.0747 0.8855 -0.9527
H 1.8890 -1.8793 -4.2198
H 0.9113 -0.6768 -4.7558
H 2.4412 -2.2167 -2.0220
H 2.0331 1.4917 -3.9384
H -0.0879 3.0282 -3.7704
H -0.5122 1.8344 -2.7437
H 1.7950 3.9607 -2.2405
H 2.6083 3.6653 -3.7806
H 4.7456 1.3531 -0.2295
H 3.1189 1.5429 0.4127
H 4.5208 -1.1468 -0.1538
H 4.2259 -0.2306 -5.0188
H 4.9751 1.2006 -4.6017
H 6.2814 0.8886 -2.6342
C -1.0988 -2.6796 1.7470
C -2.3642 -1.8287 1.5204
C -3.5256 -2.7599 1.1380
C -4.0827 -3.5900 2.2989
C -3.9304 -2.8852 3.6561
C -3.7817 -1.3641 3.5607
N -2.6152 -1.0580 2.7516
O -2.4266 0.3274 2.6219
C -3.5040 -0.8338 4.9693
C -5.0948 -0.7192 3.0702
C -2.1023 -0.9171 0.3219
H -0.2653 -2.0194 1.9968
H -0.8308 -3.2647 0.8561
H -1.2426 -3.3691 2.5800
H -4.3295 -2.1504 0.7190
H -3.2035 -3.4207 0.3243
H -5.1396 -3.7916 2.1044
H -3.5959 -4.5682 2.3370
H -4.7871 -3.1277 4.2920
H -3.0482 -3.2690 4.1776
H -2.5424 -1.2124 5.3201
H -4.2882 -1.1570 5.6636
H -3.4636 0.2537 4.9589
H -5.9199 -0.9579 3.7493
H -5.3773 -1.0572 2.0724
H -4.9672 0.3626 3.0387
H -1.8875 -1.5391 -0.5592
H -1.2501 -0.2689 0.5211
H -2.9651 -0.2858 0.1104
```

The value obtained for the molar mass is 521.94 g mol⁻¹. The LUMO energy comes out at -0.634 eV. The value obtained for the calculated total energy is -2601.84753 Eh. For the HOMO-LUMO gap, the calculation gives 0.097 Eh.

And the Löwdin charges, in e, turn out to be: atom 1 (C): -0.019, atom 2 (C): -0.399, atom 3 (O): -0.028, atom 4 (C): -0.155, atom 5 (N): -0.182, atom 6 (P): 0.995, atom 7 (N): -0.159, atom 8 (O): -0.265, atom 9 (C): -0.406, atom 10 (N): 0.092, atom 11 (C): -0.080, atom 12 (C): -0.721, atom 13 (F): -0.017, atom 14 (Cl): 0.776, atom 15 (C): -0.382, atom 16 (C): -0.126, atom 17 (C): -0.277, atom 18 (O): 0.089, atom 19 (P): 0.874, atom 20 (N): -0.187, atom 21 (O): -0.302, atom 22 (H): 0.100, atom 23 (H): 0.098, atom 24 (H): 0.070, atom 25 (H): 0.131, atom 26 (H): 0.096, atom 27 (H): 0.109, atom 28 (H): 0.082, atom 29 (H): 0.060, atom 30 (H): 0.059, atom 31 (H): 0.057, atom 32 (H): 0.101, atom 33 (H): 0.094, atom 34 (H): 0.067, atom 35 (H): 0.121, atom 36 (H): 0.119, atom 37 (H): 0.127, atom 38 (H): 0.115, atom 39 (H): 0.115, atom 40 (H): 0.036, atom 41 (H): 0.003, atom 42 (H): 0.026, atom 43 (C): -0.041, atom 44 (C): -0.525, atom 45 (C): -0.163, atom 46 (C): -0.181, atom 47 (C): -0.152, atom 48 (C): -0.560, atom 49 (N): -0.207, atom 50 (O): -0.317, atom 51 (C): -0.062, atom 52 (C): -0.040, atom 53 (C): -0.073, atom 54 (H): 0.075, atom 55 (H): 0.066, atom 56 (H): 0.069, atom 57 (H): 0.095, atom 58 (H): 0.105, atom 59 (H): 0.099, atom 60 (H): 0.097, atom 61 (H): 0.108, atom 62 (H): 0.105, atom 63 (H): 0.077, atom 64 (H): 0.072, atom 65 (H): 0.067, atom 66 (H): 0.073, atom 67 (H): 0.061, atom 68 (H): 0.067, atom 69 (H): 0.065, atom 70 (H): 0.032, atom 71 (H): 0.083

---

4.
The following is a quantum chemistry calculation of a 3-piece molecular cluster, C4H13NO3 overall, from the Open Molecules 2025 dataset.

The geometry in XYZ format:
```
21
C4H13NO3, DFT ωB97M-V/def2-TZVPD
N -1.8003 -0.1467 2.0574
C -1.8065 0.6667 0.8509
C -1.8668 -0.2859 -0.3438
O -0.7626 -1.1545 -0.3324
H -2.7202 -0.5404 2.2285
H -1.5299 0.3982 2.8666
H -2.6390 1.3859 0.7944
H -0.8646 1.2189 0.8148
H -2.8006 -0.8680 -0.2972
H -1.8495 0.2663 -1.2867
H -0.5741 -1.3153 0.6054
C 2.2438 -0.8507 0.8097
O 1.4120 -0.4340 1.5565
H 3.2545 -0.4147 0.7381
H 2.0592 -1.7140 0.1447
C 1.4599 0.8951 -1.8101
O 2.5188 0.2160 -2.4492
H 1.8031 1.3834 -0.8906
H 1.1173 1.6673 -2.5048
H 0.6357 0.2167 -1.5810
H 2.7095 -0.5904 -1.9713
```

The value obtained for the molar mass is 123.15 g mol⁻¹. The LUMO energy comes out at 0.694 eV. The value obtained for the calculated total energy is -440.61469 Eh. The energy relative to the best compared isomer or geometry (same formula, charge and spin) is 63.1 kcal/mol. For the HOMO-LUMO gap, the calculation gives 0.375 Eh. Its structure (SMILES) is NCCO.C=O.CO.

And the Löwdin charges, in e, turn out to be: atom 1 (N): -0.005, atom 2 (C): -0.269, atom 3 (C): -0.277, atom 4 (O): -0.110, atom 5 (H): 0.077, atom 6 (H): 0.075, atom 7 (H): 0.109, atom 8 (H): 0.108, atom 9 (H): 0.112, atom 10 (H): 0.112, atom 11 (H): 0.055, atom 12 (C): -0.157, atom 13 (O): 0.003, atom 14 (H): 0.090, atom 15 (H): 0.091, atom 16 (C): -0.170, atom 17 (O): -0.114, atom 18 (H): 0.075, atom 19 (H): 0.086, atom 20 (H): 0.057, atom 21 (H): 0.052